Here is the molecule C3H5BrO from OMol25. Energies are from ωB97M-V with the def2-TZVPD basis set.

Atoms and positions in Å:
C -1.36543 1.03482 -0.38205
C -0.44263 0.08602 -0.39230
C 0.54405 -0.53848 0.56738
O 1.13219 -1.73485 0.46252
Br 2.07003 1.02574 0.72711
H -1.91518 1.14187 -1.27906
H -1.30453 1.89312 0.33509
H -0.47512 -0.44340 -1.41496
H 0.04348 -0.68813 1.74384
H 1.71315 -1.77669 -0.36758

Calculated values
Net charge: 0
LUMO energy in eV: 0.2
Energy relative to the best compared isomer or geometry (same formula, charge and spin) in eV: 1.529
HOMO in Eh: -0.3556
SMILES string: C=C[C@@H](O)Br
Kohn-Sham gap in eV: 9.84

Atom charges from the Mulliken analysis, given in e for atoms 1 to 6:
1 C -0.5922
2 C 0.0325
3 C -0.0963
4 O -0.4261
5 Br -0.2272
6 H 0.2803